{"formula": "C5H13NO", "method": "the ωB97M-V functional and the def2-TZVPD basis", "spin_multiplicity": 1, "lumo_ev": 0.9, "energy_ev": -8932.07846, "gap_ha": 0.335, "smiles": "CN1CCCC1.O", "de_lowest_ev": 1.9324, "species": ["O", "N", "C", "C", "C", "C", "C", "H", "H", "H", "H", "H", "H", "H", "H", "H", "H", "H", "H", "H"], "positions_angstrom": [[3.225, -0.194, 0.336], [0.096, 0.245, -0.283], [-1.287, -0.325, 1.535], [-1.009, -0.473, -0.857], [0.712, 1.034, -1.308], [-0.432, 0.844, 0.978], [-1.496, -1.343, 0.311], [-2.501, -1.708, 0.328], [0.399, 1.125, 1.634], [3.858, -0.890, 0.142], [3.158, 0.474, -0.360], [-1.912, 0.082, -1.170], [-1.091, 1.629, 0.579], [-2.303, -0.162, 1.968], [-0.536, -0.962, -1.716], [-0.776, -2.161, 0.366], [1.289, 1.921, -0.856], [-0.038, 1.348, -2.062], [-0.644, -0.786, 2.308], [1.287, 0.304, -1.872]], "atomic_forces_ev_per_a": [[-0.3305, 0.2371, 0.5682], [-0.8367, -0.0884, 1.1565], [0.2853, -1.3329, 0.0414], [-0.3511, -1.1641, 0.4235], [0.1768, 1.0897, 0.4295], [-0.6979, -0.6100, -1.9358], [1.9731, 0.9150, 0.6973], [-0.5470, -0.1861, -0.4909], [-0.4714, 0.3445, -0.1844], [0.0373, 0.3935, -0.4977], [0.3964, -0.6562, -0.0164], [0.4773, 0.7764, -0.3621], [0.1293, 0.7011, 1.0064], [1.0421, 0.6580, -0.2173], [-0.8128, -0.5255, -0.0504], [-0.2859, -0.1798, 0.3923], [-0.6449, -1.3979, -1.0072], [0.1905, 0.7291, 0.4215], [-0.6637, -0.0861, -0.2321], [0.9338, 0.3825, -0.1422]], "nbo_charge": [-0.952, -0.435, -0.415, -0.229, -0.424, -0.231, -0.402, 0.204, 0.215, 0.476, 0.477, 0.152, 0.164, 0.211, 0.197, 0.206, 0.202, 0.175, 0.210, 0.198]}